1.
{"formula": "C22H29F15KO12", "method": "ωB97M-V/def2-TZVPD", "symbols": ["K", "O", "C", "C", "O", "H", "H", "H", "H", "C", "C", "O", "C", "O", "C", "F", "F", "F", "H", "H", "H", "H", "H", "C", "C", "O", "C", "O", "C", "F", "F", "F", "H", "H", "H", "H", "H", "C", "C", "O", "C", "O", "C", "F", "F", "F", "H", "H", "H", "H", "H", "C", "C", "O", "C", "O", "C", "F", "F", "F", "H", "H", "H", "H", "H", "C", "C", "O", "C", "O", "C", "F", "F", "F", "H", "H", "H", "H", "H"], "positions_angstrom": [[-0.2560, -0.2118, -0.3638], [-5.7187, -1.0936, 1.3763], [-4.6493, -1.8792, 1.0355], [-3.3080, -1.1586, 0.7886], [-3.1150, -0.1943, -0.2220], [-4.9779, -2.5177, 0.1835], [-4.3916, -2.6539, 1.8033], [-2.5522, -1.9733, 0.6137], [-2.9054, -0.7345, 1.7257], [1.1109, 4.7951, -0.7226], [1.5114, 4.3316, 0.6451], [2.7700, 3.6679, 0.5677], [2.7433, 2.3435, 0.4684], [1.7533, 1.7015, 0.2923], [4.1174, 1.7097, 0.6861], [4.4554, 1.0062, -0.3907], [5.0697, 2.6174, 0.9438], [4.0280, 0.9068, 1.7451], [1.9908, 5.2097, -1.2253], [0.3732, 5.5942, -0.8090], [0.7453, 4.0153, -1.3959], [0.7312, 3.7356, 1.1186], [1.6120, 5.2545, 1.2193], [2.0654, 3.1244, 4.9139], [1.7216, 1.9275, 4.0283], [0.5070, 1.3110, 4.4848], [-0.1065, 0.4064, 3.7379], [0.0796, 0.2378, 2.5713], [-1.2238, -0.3412, 4.4946], [-2.3521, 0.3560, 4.4950], [-1.4609, -1.4856, 3.8549], [-0.8132, -0.6099, 5.7410], [1.7147, 3.0261, 5.9431], [1.6488, 4.0711, 4.5758], [3.1517, 3.1504, 4.9988], [2.5515, 1.2249, 4.0617], [1.5662, 2.2456, 2.9982], [-2.3441, -0.7854, -4.1853], [-1.0930, -1.5202, -4.6305], [-1.1654, -2.9037, -4.2318], [-0.9030, -3.2206, -3.0003], [-0.2666, -2.5182, -2.2511], [-1.3952, -4.6128, -2.5265], [-2.0764, -5.2075, -3.5086], [-0.3222, -5.3758, -2.2367], [-2.1003, -4.4815, -1.4178], [-2.4507, -0.8785, -3.1003], [-3.2434, -1.1625, -4.6687], [-2.2186, 0.2764, -4.4048], [-0.2322, -1.0628, -4.1394], [-0.9121, -1.4291, -5.6985], [-0.5073, -4.4912, 1.4137], [0.7598, -4.6398, 0.6113], [1.8687, -4.1283, 1.3819], [2.2346, -2.8801, 1.2364], [1.6044, -2.0592, 0.6188], [3.4780, -2.5211, 2.0591], [4.4415, -2.1343, 1.1573], [3.2839, -1.4500, 2.8450], [3.9722, -3.5494, 2.7478], [-0.4196, -5.0889, 2.3195], [-1.3192, -4.8551, 0.7786], [-0.9024, -3.4941, 1.6177], [0.7566, -4.1177, -0.3438], [0.9952, -5.6942, 0.4793], [-1.7734, 2.5704, -1.0411], [-2.0270, 2.0939, -2.4491], [-1.0849, 2.5669, -3.4903], [0.1369, 2.0721, -3.4256], [0.4855, 1.2423, -2.6463], [0.9797, 2.6067, -4.6030], [1.0662, 3.9289, -4.5519], [2.1847, 2.0982, -4.6249], [0.3000, 2.2728, -5.7058], [-2.4103, 1.9931, -0.3667], [-1.9072, 3.6487, -0.9312], [-0.7292, 2.3691, -0.7876], [-2.9840, 2.4007, -2.8587], [-1.9480, 1.0056, -2.4226]], "forces_ev_per_a": [[-0.76, -0.42, 0.33], [0.82, -0.32, 0.21], [-1.72, 1.12, 0.25], [1.41, 0.62, -1.13], [0.41, -0.13, -0.17], [0.71, -0.09, -0.70], [0.30, -0.15, 0.44], [0.04, -0.70, -0.08], [-0.65, 0.08, 0.58], [0.13, 0.08, -1.85], [-1.27, 1.13, -0.28], [0.64, -0.19, 0.67], [-0.86, 0.88, 0.01], [0.07, -0.54, -0.12], [0.11, 0.25, 0.06], [0.19, -0.08, 0.11], [-0.08, -0.23, -0.22], [0.15, -0.19, -0.04], [0.09, -0.03, 0.13], [-0.14, -0.09, 0.72], [0.07, -0.21, 0.33], [0.28, -0.33, -0.03], [0.63, -0.39, 0.40], [-0.08, -0.29, 0.41], [-0.21, 0.66, -0.16], [0.13, -0.18, 1.12], [-0.21, 0.75, -0.71], [0.36, -0.31, -0.33], [0.02, -0.49, -0.81], [0.23, 0.20, 0.47], [0.21, 0.03, 0.41], [-0.35, 0.02, 0.21], [-0.13, -0.43, -0.09], [0.18, -0.02, -0.30], [0.02, 0.45, -0.22], [-0.25, -0.37, -0.05], [0.11, -0.11, -0.08], [0.25, -0.20, 0.10], [0.32, 1.07, 0.70], [-1.00, -0.78, -1.41], [1.17, 1.15, 1.04], [-0.30, -0.40, 0.34], [0.46, 0.57, -0.63], [-0.24, -0.24, 0.53], [-0.05, -0.10, -0.12], [-0.32, -0.20, -0.40], [-0.25, -0.02, 0.02], [0.01, 0.01, -0.01], [-0.11, -0.09, -0.18], [0.07, -0.14, 0.05], [-0.18, -0.70, -0.08], [-0.79, -0.23, -0.63], [-0.33, 0.59, 0.14], [1.54, -0.34, 0.44], [-2.14, 0.07, 0.11], [0.89, 0.23, 0.01], [1.27, 0.67, -1.04], [-0.46, -0.38, 0.53], [-0.20, -0.89, 0.07], [-0.26, 0.53, 0.15], [-0.24, 0.08, 0.06], [0.03, -0.51, 0.27], [0.74, 0.26, 0.14], [-0.17, -0.04, 0.03], [0.05, 0.08, -0.11], [0.64, 0.68, -0.34], [-0.12, -0.69, 0.13], [0.51, 0.54, 0.32], [-1.50, 0.20, -0.21], [1.16, -0.67, 0.50], [-1.31, -0.14, 0.70], [0.21, 0.62, -0.08], [0.64, -0.35, -0.19], [0.40, -0.07, -0.62], [-0.30, -0.25, -0.01], [-0.21, -0.01, 0.03], [-0.05, 0.00, 0.14], [-0.06, -0.10, 0.16], [-0.33, 0.21, -0.10]], "mulliken_charge": [1.168, -0.985, -0.564, 0.818, -0.745, 0.118, 0.119, -0.353, -0.139, -1.040, -0.054, -0.381, 0.175, 0.050, 0.733, -0.225, -0.272, -0.210, 0.391, 0.439, -0.101, 0.145, 0.435, -1.420, 0.884, -0.317, 0.070, -0.124, 0.780, -0.232, -0.163, -0.275, 0.378, 0.337, 0.372, 0.121, -0.413, -0.680, -0.245, -0.340, 0.527, -0.573, 0.739, -0.263, -0.286, -0.169, 0.023, 0.397, 0.290, 0.233, 0.348, -0.918, 0.042, -0.267, 0.248, -0.644, 0.734, -0.286, -0.206, -0.264, 0.372, 0.306, 0.083, 0.162, 0.233, -0.425, 0.640, -0.391, 0.150, -0.331, 0.815, -0.257, -0.222, -0.257, 0.439, 0.370, -0.520, 0.472, -0.598], "lumo_ev": 1.8, "e_homo_ev": -1.04, "charge": -1, "e_above_lowest_kcal_mol": 0.0}


2.
{"formula": "C4H23NO7", "method": "ωB97M-V/def2-TZVPD", "symbols": ["C", "O", "C", "C", "C", "N", "H", "H", "H", "H", "H", "H", "H", "H", "H", "H", "H", "O", "H", "H", "O", "H", "H", "O", "H", "H", "O", "H", "H", "O", "H", "H", "O", "H", "H"], "positions_angstrom": [[-2.1935, -1.4056, -4.3043], [-1.3031, -2.0796, -3.4383], [-0.3407, -1.2193, -2.8191], [0.4813, -2.1164, -1.9396], [-0.1163, -2.4957, -0.5947], [1.7812, -1.4817, -1.6041], [-1.6929, -0.7301, -5.0028], [-2.9324, -0.8210, -3.7472], [-2.7750, -2.1188, -4.8865], [0.3201, -0.8666, -3.6180], [-0.9090, -0.4368, -2.3124], [0.7986, -2.9612, -2.5563], [-0.2916, -1.7970, 0.2207], [0.5313, -3.2647, -0.1635], [-1.0529, -3.0191, -0.8093], [2.2740, -2.0837, -0.9546], [2.3659, -1.5217, -2.4351], [1.3238, 0.7041, 0.1798], [1.4894, 0.1788, 0.9885], [1.4224, 0.0584, -0.5501], [1.6328, -0.1467, 2.8685], [2.5742, 0.0562, 2.8608], [1.2168, 0.5980, 3.3488], [-1.0949, 1.7682, 1.2473], [-0.2957, 2.2909, 1.3389], [-0.7918, 0.9688, 0.8069], [0.1389, 1.6042, 4.3004], [-0.7953, 1.7723, 4.4912], [0.3969, 2.3205, 3.7058], [-2.4263, 2.6823, 3.8438], [-2.2741, 2.5601, 2.8950], [-2.3972, 3.6338, 3.9831], [1.3727, 3.2504, 1.8097], [1.3972, 2.4085, 1.3268], [2.1652, 3.7105, 1.5200]], "forces_ev_per_a": [[-0.32, 0.20, 0.19], [-0.10, -0.10, -0.27], [-0.80, -0.85, -0.89], [1.51, 0.69, 1.29], [-0.71, -2.03, -0.50], [0.33, 0.54, -0.54], [0.24, -0.02, 0.01], [0.10, 0.16, 0.17], [0.28, -0.29, 0.08], [-0.07, 0.64, 0.12], [0.53, 0.35, 0.19], [-1.05, -0.55, 0.22], [0.17, 0.74, -0.61], [0.00, -0.04, 0.06], [-0.11, 0.11, 0.26], [-0.13, -0.03, 0.21], [0.04, 0.41, 0.00], [0.00, -0.17, 0.35], [-0.17, 0.17, -0.02], [0.25, 0.09, -0.12], [0.39, 0.16, -0.37], [0.03, -0.09, 0.16], [-0.33, -0.51, 0.19], [-0.57, 0.11, 0.21], [-0.21, 0.22, -0.13], [0.14, -0.01, -0.05], [0.49, 0.22, 0.11], [-0.11, 0.00, -0.27], [-0.15, 0.22, 0.12], [-0.04, 0.12, 0.00], [0.09, -0.22, -0.08], [-0.06, 0.00, 0.01], [-0.07, -0.30, 0.14], [0.46, -0.03, -0.26], [-0.03, 0.09, 0.00]], "mulliken_charge": [-0.755, -0.331, -0.716, 0.606, -1.464, -0.712, 0.302, 0.295, 0.261, 0.379, 0.327, 0.311, 0.253, 0.406, 0.402, 0.230, 0.240, -0.702, 0.390, 0.230, -0.715, 0.322, 0.413, -0.607, 0.334, 0.348, -0.715, 0.356, 0.312, -0.675, 0.343, 0.321, -0.664, 0.369, 0.309], "lumo_ev": 0.6, "smiles": "COC[C@H](C)N.O.O.O.O.O.O", "e_homo_ev": -10.08, "e_above_lowest_kcal_mol": 20.1}


3.
{"formula": "F2H3N2P", "method": "ωB97M-V/def2-TZVPD", "symbols": ["N", "N", "P", "F", "F", "H", "H", "H"], "positions_angstrom": [[-1.0259, 0.6016, 0.4661], [-0.3096, -0.4094, -0.2270], [1.3956, -0.3597, 0.3784], [1.6632, 1.0899, -0.2270], [2.1134, -1.2665, -0.8255], [-1.9517, 0.2899, 0.6524], [-1.2630, 1.3563, -0.2649], [-0.6219, -1.3021, 0.0475]], "forces_ev_per_a": [[-0.46, 2.72, -1.38], [2.74, 0.18, -0.36], [-0.60, -0.16, -1.98], [0.15, -0.36, 0.18], [-1.17, 1.08, 1.42], [-0.71, -0.79, 0.56], [0.93, -1.34, 1.34], [-0.88, -1.34, 0.21]], "mulliken_charge": [-0.472, -0.292, 0.516, -0.214, -0.274, 0.239, 0.257, 0.241], "lumo_ev": 1.0, "smiles": "NNP(F)F", "e_homo_ev": -9.03, "e_above_lowest_kcal_mol": 0.0}


4.
{"formula": "C23H28FN3O5S", "method": "ωB97M-V/def2-TZVPD", "symbols": ["O", "C", "C", "N", "C", "C", "C", "C", "C", "C", "C", "C", "C", "O", "C", "N", "S", "O", "O", "C", "C", "C", "C", "F", "C", "C", "N", "C", "C", "C", "C", "C", "O", "H", "H", "H", "H", "H", "H", "H", "H", "H", "H", "H", "H", "H", "H", "H", "H", "H", "H", "H", "H", "H", "H", "H", "H", "H", "H", "H", "H"], "positions_angstrom": [[0.2784, 2.9955, -1.7185], [0.3931, 2.1259, -0.8763], [1.6259, 2.1309, 0.0449], [1.8305, 1.0172, 0.9447], [1.8443, 1.3020, 2.3724], [0.4448, 1.2603, 2.9983], [-0.4615, 2.3631, 2.5247], [-1.6712, 2.0606, 1.9139], [-2.5058, 3.0683, 1.4628], [-2.1405, 4.3942, 1.6143], [-0.9449, 4.7075, 2.2381], [-0.1159, 3.6993, 2.6955], [2.1290, -0.2434, 0.5672], [2.4245, -1.1157, 1.3688], [2.0940, -0.5952, -0.9175], [0.9909, -1.5065, -1.1891], [0.0160, -2.1135, 0.0016], [-1.0548, -2.7593, -0.7040], [-0.3975, -1.1054, 0.9575], [0.9983, -3.3553, 0.8157], [0.9373, -3.4895, 2.1883], [1.6900, -4.4713, 2.8074], [2.4797, -5.2926, 2.0204], [3.2154, -6.2501, 2.6157], [2.5393, -5.1682, 0.6421], [1.7817, -4.1818, 0.0354], [-0.4826, 1.1380, -0.6774], [-1.6957, 0.9954, -1.4526], [-1.4252, 0.7710, -2.9509], [-2.7491, 0.6393, -3.7312], [-2.5959, -0.6750, -4.5004], [-1.5834, -1.4273, -3.6415], [-0.6859, -0.4238, -3.1904], [2.5019, 2.2762, -0.6000], [1.5258, 3.0361, 0.6488], [2.4589, 0.5283, 2.8390], [2.3163, 2.2744, 2.5304], [-0.0011, 0.2943, 2.7589], [0.5652, 1.3287, 4.0828], [-1.9566, 1.0255, 1.7957], [-3.4459, 2.8177, 0.9929], [-2.7863, 5.1814, 1.2552], [-0.6591, 5.7407, 2.3715], [0.8071, 3.9561, 3.1978], [2.0152, 0.2776, -1.5635], [3.0334, -1.1212, -1.1365], [0.4131, -1.2147, -1.9786], [0.3186, -2.8129, 2.7539], [1.6781, -4.6031, 3.8775], [3.1699, -5.8308, 0.0707], [1.7941, -4.0394, -1.0329], [-0.3456, 0.4694, 0.0743], [-2.2976, 1.9058, -1.3569], [-2.2405, 0.1429, -1.0438], [-0.8056, 1.5966, -3.3140], [-2.9114, 1.4881, -4.3909], [-3.5849, 0.5769, -3.0342], [-2.1762, -0.4907, -5.4896], [-3.5333, -1.2148, -4.6065], [-2.0602, -1.9230, -2.7868], [-0.9961, -2.1607, -4.1950]], "forces_ev_per_a": [[0.00, 0.32, -0.23], [0.30, -0.12, 0.47], [0.05, 0.33, -0.52], [-0.15, 0.22, 0.21], [-0.02, -0.26, 0.42], [0.24, 0.02, -0.02], [-0.10, -0.07, 0.08], [0.02, 0.08, 0.13], [-0.12, 0.03, -0.03], [-0.08, 0.04, -0.05], [0.06, 0.11, 0.02], [-0.04, -0.02, 0.01], [0.62, 0.21, -0.12], [0.17, 0.04, -0.06], [0.43, -0.17, 0.28], [-0.34, -0.53, 0.65], [-0.12, -0.40, -0.56], [0.00, -0.15, -0.21], [0.22, -0.32, 0.25], [-0.30, 0.40, -0.26], [-0.05, 0.01, 0.01], [0.04, -0.12, -0.10], [-0.08, 0.10, -0.09], [-0.05, 0.09, -0.04], [0.01, -0.04, 0.16], [0.00, -0.08, 0.02], [-0.12, -0.35, -0.06], [0.32, 0.16, -0.45], [-0.21, 0.66, 0.22], [0.20, -0.08, 0.04], [0.24, -0.04, 0.10], [-0.35, -0.31, -0.24], [0.22, -0.05, 0.06], [-0.18, 0.05, 0.03], [0.05, -0.13, -0.12], [-0.04, 0.23, -0.02], [0.00, -0.04, -0.02], [0.04, 0.02, 0.14], [0.00, -0.05, 0.02], [-0.03, -0.13, -0.02], [-0.08, -0.02, -0.05], [-0.06, 0.06, -0.03], [0.02, 0.08, 0.01], [0.11, 0.02, 0.04], [-0.07, -0.11, -0.05], [-0.10, 0.26, 0.10], [-0.25, 0.04, -0.07], [-0.02, 0.08, 0.15], [0.00, -0.02, 0.09], [0.05, -0.06, -0.04], [0.08, -0.05, -0.14], [0.03, 0.29, -0.09], [-0.08, -0.09, 0.00], [-0.10, 0.03, 0.01], [-0.15, -0.14, 0.07], [-0.06, 0.04, 0.03], [-0.08, 0.04, 0.02], [-0.02, -0.04, -0.02], [-0.04, -0.04, -0.05], [0.03, 0.03, -0.10], [-0.06, -0.03, 0.05]], "mulliken_charge": [-0.725, 0.691, -1.402, 0.201, -1.254, -0.666, 0.261, -0.267, -0.454, -0.614, -0.618, -0.289, 0.557, -0.634, -0.600, 0.095, 1.542, -0.867, -0.485, -0.271, -0.050, -0.791, 0.404, -0.324, -0.805, -0.371, 1.502, -1.302, 0.000, -0.830, -0.659, -0.391, -0.561, 0.434, 0.483, 0.527, 0.592, 0.083, 0.560, 0.379, 0.466, 0.404, 0.401, 0.427, 0.316, 0.433, 0.416, 0.420, 0.446, 0.444, 0.471, -1.096, 0.409, 0.385, 0.633, 0.372, 0.354, 0.277, 0.360, 0.198, 0.385], "lumo_ev": 0.7, "smiles": "O=C(CN(CCc1ccccc1)C(=O)CNS(=O)(=O)c1ccc(F)cc1)NC[C@@H]1CCCO1", "e_homo_ev": -8.97, "e_above_lowest_kcal_mol": 19.1}


no.,orbital gap (eV)
1,2.835
2,10.651
3,9.995
4,9.680